DFT (ωB97M-V/def2-TZVPD) results for a structure of composition C47H45BN11P2Se2Tl.

Output
HOMO-LUMO gap (alpha / beta) in eV: 7.437 / 5.690
⟨S²⟩: 0.754
ΔE to the lowest compared entry with this formula, charge and spin in kJ/mol: 40.2
HOMO (alpha / beta) in eV: -10.3 / -10.3

Structure (ORCA input):
```
! wB97M-V def2-TZVPD RIJCOSX def2/J DEFGRID3
* xyz 1 2
Tl 0.19627 0.00924 0.09031
Se -3.42808 -0.53583 6.25484
Se -1.05287 -2.57234 -0.69045
P -3.81580 -2.02371 4.68742
P -2.15256 -2.98247 1.08045
N -1.07920 -0.72898 2.16802
N 4.02399 1.95331 3.85460
N 2.55792 -0.28387 2.03946
N 1.60554 2.09239 2.20613
N 3.06451 1.48456 0.24169
N 0.44005 1.91337 1.53479
N 1.89416 -1.12465 1.18999
N -1.91175 -0.41549 4.11320
N -1.02008 0.01340 3.26323
N 4.08292 1.62197 2.53071
N 2.40239 0.79012 -0.72326
C -2.99969 -6.23934 6.22946
C -7.99392 -1.38965 2.99676
C 2.95943 1.10999 -1.89022
C -7.83660 -2.04601 4.21113
C -2.02981 -1.67113 2.30907
C -4.18703 -5.99626 5.55668
C -4.46849 -4.72190 5.08493
C -4.67459 -4.01969 1.58824
C 6.13959 1.41055 3.30672
C -0.01531 -5.39650 3.54750
C 5.56666 2.16073 5.74745
C -3.55077 -3.69262 5.28528
C -6.56688 -2.26393 4.71908
C -6.58866 -3.66241 0.18786
C -2.56337 -1.47314 3.57286
C 1.88775 -3.56836 0.67162
C -1.94260 -5.71270 1.56639
C -4.46557 -2.71423 -0.42797
C 0.14464 3.46226 3.11824
C -6.88699 -0.93962 2.29207
C -1.55166 -4.43529 1.96341
C -5.61258 -1.15436 2.79181
C -5.81555 -2.91076 -0.68464
C 2.59758 0.41776 -3.16551
C -0.58235 -4.27888 2.95341
C 5.25654 1.85010 4.31716
C -1.90833 2.73093 1.72938
C 2.25090 -2.37429 1.49419
C 3.96275 2.06861 -1.69097
C -6.01854 -4.22252 1.32441
C -5.45111 -1.83516 3.99739
C -1.23194 1.22001 -1.17817
C 5.35022 1.26170 2.19922
C 1.45152 3.02972 3.15028
C -2.35763 -3.93988 5.96911
C 3.98206 2.28219 -0.33451
C -1.37547 -6.82486 2.16776
C -0.61214 1.10130 -2.51129
C 3.12982 -2.34967 2.58183
C -0.46081 2.71695 2.10614
C -2.08474 -5.21320 6.43438
C -3.89577 -3.25849 0.71887
C -1.42868 0.36622 -3.29789
C -2.52985 0.55807 -1.29975
C -0.41239 -6.66739 3.15719
C -2.63102 0.03789 -2.54198
C 3.29906 -1.01882 2.88301
B 2.81919 1.25856 1.76726
H -1.14470 2.14218 -0.62180
H 3.50154 0.03399 -3.63835
H 4.59621 2.93663 0.25840
H 0.31286 1.57654 -2.78150
H -0.25293 -3.28970 3.25191
H -1.64707 -3.13855 6.13282
H -1.67935 -7.81557 1.85845
H 0.03299 -7.53847 3.61886
H -4.74930 -0.80434 2.24089
H -8.70270 -2.37930 4.76591
H -6.25982 -2.48515 -1.57424
H -0.31943 4.19715 3.75181
H -3.26603 0.49638 -0.51104
H 2.27432 3.29451 3.78980
H 4.89652 2.93075 6.12450
H -2.68211 -5.84129 0.78550
H -2.25674 1.73999 1.43903
H 2.11950 1.08883 -3.87884
H -6.62111 -4.81884 1.99751
H 3.92120 -0.54397 3.62291
H -4.89689 -6.79639 5.39801
H 4.59434 2.52232 -2.43418
H -7.63724 -3.82415 -0.02519
H -7.01384 -0.42156 1.35132
H 3.61809 -3.19124 3.04161
H 5.60013 0.91424 1.21204
H -1.16051 -5.40621 6.96124
H 5.44730 1.27575 6.37446
H -5.39437 -4.53879 4.55900
H -8.98752 -1.21950 2.60420
H 0.95805 -4.04156 0.98290
H 2.68749 -4.30320 0.75870
H 6.59287 2.50772 5.85694
H -6.44978 -2.75925 5.67486
H -2.49730 3.05584 2.58579
H -3.84987 -2.13705 -1.10722
H 1.92356 -0.41728 -2.98189
H 7.20033 1.24555 3.38026
H -4.21964 -4.48151 2.45350
H -1.24424 0.08574 -4.32406
H -2.78614 -7.23291 6.60003
H 0.74069 -5.27078 4.31138
H -2.11447 3.42136 0.90972
H -3.46108 -0.53769 -2.92588
H 1.78342 -3.29710 -0.37657
*
```

DFT (ωB97M-V/def2-TZVPD) results for a structure of composition C47H45ClFeN4O4.

Output
HOMO-LUMO gap (alpha / beta) in eV: 4.401 / 4.476
⟨S²⟩: 6.019
HOMO (alpha / beta) in eV: -0.2 / -0.3

Structure (ORCA input):
```
! wB97M-V def2-TZVPD RIJCOSX def2/J DEFGRID3
* xyz -2 5
Fe 0.25349 -0.58014 1.07734
Cl 6.01750 -2.24311 -0.36850
O 4.08357 -4.82134 2.89394
O 0.53755 -2.08423 2.50529
O 5.75096 -4.53738 1.47845
O 1.76717 -3.72735 3.35064
N -1.79696 -0.04390 1.65303
N 0.65725 1.13677 2.45035
N 2.48697 -1.36776 0.83937
N 3.55623 -1.22945 0.04556
C -2.78915 1.23258 -2.56950
C -3.29088 0.93415 3.97867
C -1.95257 -3.82923 0.87763
C -3.26881 2.58551 -4.92176
C -3.13223 -1.68186 0.39283
C 4.46696 -2.19052 0.33373
C 4.23472 0.97886 -2.88189
C -0.05897 3.20756 1.79833
C 1.54726 2.05424 2.87281
C 3.93076 1.24156 2.79018
C 2.75691 1.64850 3.69223
C 3.62113 -0.07691 -0.82561
C 2.97865 1.07792 -0.40750
C -3.04620 -0.54606 1.22232
C -4.38693 -2.07117 -0.06236
C 0.00948 -0.01504 -0.85730
C 1.41239 -0.88744 -4.12784
C 0.14614 -0.32571 -4.44186
C -1.50888 1.17625 1.33088
C -0.26983 -0.51231 -5.78801
C 2.68576 -2.42721 1.59303
C 3.95104 -3.01312 1.31849
C -1.83911 1.08089 -3.61336
C 4.67097 -4.18769 1.90122
C -5.54168 -1.40311 0.30844
C -5.44825 -0.35961 1.20853
C -4.19525 2.69299 -3.88984
C -3.92647 2.00429 -2.70756
C 2.97868 2.18934 -1.23712
C -1.94799 -2.56369 0.01917
C 0.52662 -1.15200 -6.72279
C -0.64108 0.29171 -3.40632
C 2.19732 -1.52393 -5.06798
C -0.33868 1.84345 1.82645
C -4.21756 0.07042 1.70381
C 1.57077 -2.78503 2.56706
C -4.28388 1.11202 2.82463
C 2.39361 0.46203 4.58932
C -4.30489 2.56367 2.33434
C 1.14851 3.34762 2.49960
C 3.20497 2.82226 4.57027
C -2.12825 1.80917 -4.79435
C 1.77992 -1.65995 -6.39215
C -0.26433 0.07557 -2.05479
C 3.61183 2.14646 -2.46703
C -1.89397 -2.88006 -1.47448
C 4.23511 -0.14517 -2.06857
H -2.30999 1.36012 3.77005
H -0.66576 3.98019 1.34765
H -4.62329 2.06258 -1.87598
H -4.59508 3.23175 3.15141
H -1.96867 -1.97037 -2.07176
H -1.25487 -0.18592 -6.08751
H -2.60807 0.70407 -1.64055
H -6.50564 -1.71791 -0.07355
H 4.65584 -1.06433 -2.43692
H -2.15742 1.75589 0.67156
H 4.68012 0.91482 -3.86612
H -3.68945 1.43777 4.86509
H 4.14630 2.01500 2.04916
H 3.16061 -1.92364 -4.76159
H -0.93659 -3.34669 -1.71724
H 4.83091 1.07409 3.39202
H -4.45576 -2.92401 -0.72683
H -1.41400 1.80157 -5.60566
H -2.68754 -3.57425 -1.76904
H 3.70512 0.31374 2.25780
H -5.01415 2.69389 1.51407
H -5.08799 3.29829 -3.99747
H 1.65843 4.27070 2.73434
H -6.34999 0.12733 1.56821
H -1.81636 -3.58859 1.93358
H 1.75355 -0.80617 -3.10267
H -3.42800 3.13306 -5.84660
H -1.13814 -4.49512 0.57809
H -3.32256 2.88590 1.98655
H 2.39783 -2.15925 -7.12975
H 3.27901 0.11183 5.13030
H 1.62852 0.74508 5.31673
H 3.17506 -4.41362 3.12595
H 3.98427 2.49402 5.26498
H 3.61583 3.63532 3.96543
H 3.58088 3.00672 -3.12348
H 2.46844 1.12234 0.54300
H 2.44150 3.07111 -0.91388
H 0.14841 -1.27213 -7.73451
H -2.89663 -4.37035 0.75822
H 2.36805 3.21997 5.14839
H -5.27134 0.93396 3.26223
H -3.14165 -0.11962 4.22042
H -1.02477 -2.02236 0.22447
H 1.98760 -0.36107 4.00196
*
```

DFT (ωB97M-V/def2-TZVPD) results for a structure of composition C47H45CsI2N2OPSb.

Output
HOMO-LUMO gap in eV: 6.800
ΔE to the lowest compared entry with this formula, charge and spin in kJ/mol: 37.5
HOMO in eV: -6.8

Structure (ORCA input):
```
! wB97M-V def2-TZVPD RIJCOSX def2/J DEFGRID3
* xyz 0 1
Cs 1.11829 -1.42465 -0.41253
I -4.10348 -0.49743 -0.52877
I -4.48111 -0.15550 5.45272
Sb 0.48735 1.96513 -0.66872
P 0.49098 -4.62495 -0.89726
O -1.04454 -0.70934 0.31599
N 3.60811 -0.45965 0.61942
N 1.27725 -0.70944 2.30133
C 2.93364 5.68413 -0.48637
C -2.20920 -5.20674 -3.95683
C -2.00463 -0.75688 3.80840
C 0.97833 2.61181 2.19956
C 1.79509 3.63477 -1.10020
C 4.87332 -0.20479 2.61971
C -1.48520 -5.17831 2.63809
C -1.22824 4.97617 -1.42859
C -1.39549 2.73467 1.79799
C -1.58560 -5.25863 -2.72200
C -0.50500 2.92119 4.05074
C -2.66037 -4.45607 2.47865
C -1.57495 2.89643 3.17246
C -2.49102 1.59325 -3.78253
C -2.91380 -3.81644 1.27516
C -2.57086 3.93047 -3.25140
C 5.92527 0.34340 1.90335
C 4.61693 0.07735 -0.05974
C 0.03706 -3.65847 -3.47099
C 2.57292 -1.24631 2.68611
C -1.62227 3.77429 -2.24351
C 3.72727 -0.60303 1.94152
C -0.57942 -3.61381 -4.71603
C -1.77024 -0.69198 1.37512
C -0.09539 2.57437 1.30587
C -3.17485 -0.49701 1.34255
C 3.56821 5.70850 -1.71830
C -0.82072 -4.62245 0.37863
C 0.16845 -1.48011 2.87390
C -3.95571 -0.35476 2.47467
C 2.17841 2.60288 -3.38885
C -0.57313 -5.25973 1.59706
C -1.09366 2.49608 -2.01688
C 2.05521 4.65231 -0.18749
C -1.54449 1.42203 -2.78290
C -2.60037 2.76367 0.90191
C -1.99676 -3.88861 0.23484
C 2.44008 3.65887 -2.34525
C -1.22101 -0.91329 2.67834
C 0.93518 -6.41174 -0.96573
C -0.45009 -4.48911 -2.46470
C 0.78719 2.79098 3.56190
C 3.31701 4.70091 -2.63711
C -2.99955 2.85865 -4.02071
C -1.70170 -4.38803 -4.95921
C 5.80060 0.48881 0.53168
C -3.35456 -0.44700 3.71801
H -2.18695 -4.35160 -5.92603
H -1.27741 -5.67968 3.57511
H 2.83469 2.73191 -4.24900
H 4.93420 -0.32221 3.69373
H -1.16975 0.42409 -2.57801
H -2.53332 2.02448 0.10778
H -0.97910 4.70327 -0.40309
H -3.82194 -3.24322 1.14340
H -2.70605 3.74306 0.42718
H -0.18774 -2.96529 -5.48914
H 2.57278 -2.32224 2.46408
H 0.20702 -2.49085 2.43947
H -2.20353 -3.35648 -0.68619
H -3.09100 -5.80670 -4.14178
H 0.05997 -7.05571 -1.05496
H 1.55116 4.65760 0.77194
H -1.98735 -5.89768 -1.94413
H 0.31301 -1.60432 3.95725
H 4.46878 0.18649 -1.12987
H 1.99317 2.48766 1.82656
H -5.01901 -0.17698 2.38398
H 2.34030 1.59718 -2.98970
H 1.63742 2.81953 4.23277
H -1.55469 -0.89955 4.78423
H 0.34225 -5.82254 1.74139
H 6.82708 0.65978 2.41133
H -2.04333 5.70046 -1.40208
H 1.49759 -6.69159 -0.07552
H 1.14496 2.64388 -3.74260
H -3.50754 2.56442 1.47110
H 2.76616 -1.16603 3.76600
H 4.25368 6.50903 -1.96622
H -3.74243 3.01294 -4.79329
H 3.80773 4.72141 -3.60388
H 0.90546 -3.03248 -3.29262
H -2.99114 4.91472 -3.42620
H 1.58210 -6.56220 -1.83052
H 3.11407 6.46787 0.23876
H -0.35104 5.47111 -1.85072
H -0.68088 3.03934 5.11251
H -3.37195 -4.38428 3.29110
H 6.59152 0.91944 -0.06613
H 1.19547 0.26328 2.57812
H -2.58418 2.98983 3.55752
H -2.83494 0.74194 -4.35664
*
```

DFT (ωB97M-V/def2-TZVPD) results for a structure of composition C47H46CoN6O4STe.

Output
HOMO-LUMO gap (alpha / beta) in eV: 6.480 / 6.731
⟨S²⟩: 2.061
HOMO (alpha / beta) in eV: -4.1 / -4.8

Structure (ORCA input):
```
! wB97M-V def2-TZVPD RIJCOSX def2/J DEFGRID3
* xyz -1 3
Te 2.87652 0.70587 1.90981
Co -0.48299 0.58629 0.26215
S -3.67197 -0.21414 0.64727
O -4.84830 0.61189 0.48827
O 0.74099 -3.50804 1.02702
O 2.32241 3.46475 0.96364
O -3.22595 -0.43553 1.99720
N -2.42102 0.35026 -0.22498
N 1.20365 1.46795 0.54095
N 0.00504 -1.33373 0.95970
N -0.61828 -2.48388 -1.78959
N -0.24889 0.76861 -1.62226
N -0.83849 0.88304 2.11866
C 5.37043 0.57692 5.62571
C 1.81493 -2.71223 -3.10111
C -3.15937 -2.84007 0.16106
C -4.62511 -4.32925 -1.02029
C -2.62017 0.59108 -1.58185
C 6.85249 1.49266 4.00687
C 3.00299 -0.01836 5.13134
C -0.72757 0.05857 4.34337
C -1.35101 2.32280 3.94765
C -3.81254 0.60320 -2.30197
C 0.28131 3.60766 -0.20634
C 1.35830 2.78367 0.50278
C -0.19178 -1.43913 2.38895
C 6.13282 -2.69459 -2.49676
C -0.22483 1.45409 -4.32891
C 6.63973 1.03844 5.29950
C 0.42833 -2.46317 0.41047
C 1.76148 -2.63794 -1.72143
C -3.83155 0.91348 -3.67172
C -0.59380 -0.11644 2.97054
C 4.38668 0.24219 -0.78857
C 4.49385 -1.62313 0.76730
C -1.45686 1.19444 -3.69318
C 4.59228 0.92061 3.36341
C 0.87820 0.95267 -2.26837
C 4.07235 -0.31191 0.45618
C 5.44125 -1.84451 -1.46291
C 4.12029 1.68143 -1.15720
C -5.27889 -2.03944 -0.67561
C -1.22966 2.06602 2.60025
C -1.42214 0.86124 -2.31922
C 4.23115 -2.28748 2.09687
C 5.84543 1.45820 3.04303
C 5.17697 -2.35607 -0.19633
C -1.09258 1.29184 4.84267
C 4.34395 0.52165 4.68667
C -0.55885 -2.58313 -3.11679
C -3.43671 -4.10276 -0.33722
C 0.62947 -2.67805 -3.82287
C -4.07737 -1.81608 -0.02076
C 5.05237 -0.54447 -1.73202
C 0.52340 -2.49539 -1.10264
C 0.93232 1.30964 -3.62220
C 6.12720 2.02810 1.67535
C -5.54849 -3.30296 -1.18190
C -2.69470 1.21860 -4.36653
C 7.74018 1.04229 6.33002
H 5.27883 -0.11056 -2.70355
H 0.01568 4.44725 0.43536
H 1.89662 1.46152 -4.09090
H -4.78638 0.91940 -4.18474
H 7.82488 1.89529 3.73402
H 2.87906 -1.05678 4.80670
H 0.71771 4.00604 -1.12404
H 1.77952 0.83195 -1.68586
H 3.50544 2.20279 -0.42587
H 4.38304 -1.59437 2.92263
H 3.20435 -2.66775 2.12933
H 2.76866 -2.79704 -3.61091
H 0.70949 -1.80045 2.89598
H -1.45138 2.83372 1.86829
H -0.60944 3.02930 -0.45731
H 5.17012 0.24830 6.64377
H -4.83890 -5.31250 -1.42277
H -2.71470 -4.89815 -0.19906
H -0.21935 1.75461 -5.37102
H 2.65604 -2.69016 -1.11986
H 2.18084 0.55811 4.71384
H 5.32757 2.71209 1.38212
H 4.90515 -3.13491 2.23220
H 7.45323 1.62092 7.21119
H -6.47971 -3.48869 -1.70348
H -2.23400 -2.63473 0.68327
H 5.51847 -3.56063 -2.75795
H 6.17597 1.23643 0.92721
H -2.72818 1.47453 -5.41948
H 7.08281 -3.07533 -2.11535
H 3.63730 1.74852 -2.13591
H -5.99623 -1.23306 -0.76990
H 7.07618 2.56743 1.66448
H 5.07369 2.21245 -1.23466
H 8.65806 1.46863 5.92446
H 0.62203 -2.72574 -4.90532
H -1.51432 -2.57559 -3.63693
H -4.74184 0.42632 -1.79083
H -1.17995 1.45165 5.91064
H -0.98802 -2.15991 2.62652
H 7.95377 0.02447 6.66457
H 6.32948 -2.12818 -3.40829
H -1.64609 3.30630 4.28743
H -0.55087 -0.78426 5.00078
H 5.48455 -3.37099 0.04027
H 2.92059 0.00736 6.21944
*
```

Number 1: calculated total energy -8103.104167 hartree. Number 2: calculated total energy -4061.979275 hartree. Number 3: calculated total energy -3199.875106 hartree. Number 4: calculated total energy -4497.191275 hartree.